ORCA calculation (ωB97M-V/def2-TZVPD) on a cluster of 2 separate species, CH6FN4 in total in a non-equilibrium geometry.

As for the gap between HOMO and LUMO (spin up / spin down): 0.2352 / 0.3589 Ha. The HOMO energy (spin up / spin down) is -13.584 / -14.180 eV. As for the net charge: +1. The calculation puts the relative energy (zero: lowest compared OMol25 entry of this formula, charge and spin) at 82.0 kcal/mol. The calculation puts the largest force on an atom at 4.3 eV/A.

XYZ file:
```
12
CH6FN4 ωB97M-V/def2-TZVPD
C 0.1022 -0.3665 -0.1119
N -2.0892 -0.7157 0.0563
N -1.0434 0.2261 0.0403
N 1.2532 0.2808 0.0137
N 2.5266 -0.3221 0.1517
F 0.1599 -1.7238 -0.3884
H -1.7268 2.0096 -0.0772
H -2.0908 -1.2986 -0.7724
H 1.2774 1.3233 -0.0994
H 2.4810 -1.3284 0.1228
H 3.1864 0.0108 -0.6069
H -2.9205 -0.4408 0.5429
```

ORCA calculation (ωB97M-V/def2-TZVPD) on a structure of composition C26H27HfN9O3 in a non-equilibrium geometry.

As for the gap between HOMO and LUMO (spin up / spin down): 0.1535 / 0.1536 Ha. The HOMO energy (spin up / spin down) is -5.429 / -5.430 eV. The calculation puts the largest force on an atom at 5.4 eV/A.

XYZ file:
```
66
C26H27HfN9O3 ωB97M-V/def2-TZVPD
Hf 0.4174 -1.0747 0.1392
N 1.8296 -1.2275 -1.6110
C 3.0205 -2.0759 -1.3098
C 2.9700 -2.6398 0.0745
O 3.8313 -3.4683 0.3695
N 2.0794 -2.1082 0.9668
C 2.0276 -2.5967 2.3134
C 0.5973 -2.3636 2.7308
O 0.2442 -2.6954 3.8942
O -0.2378 -1.6628 1.9047
H 1.2277 -1.5666 -2.3662
H 2.1297 -0.2402 -1.9235
H 3.9410 -1.4742 -1.4552
H 3.1041 -2.8983 -2.0067
H 2.6401 -1.9405 2.9695
H 2.3558 -3.6143 2.2901
C -0.7948 -4.5302 -2.3692
C -0.1233 -3.8282 -1.3547
N -0.6516 -2.6955 -0.9122
C -1.9763 -2.3564 -1.2504
C -2.6870 -3.2605 -2.0255
N -2.0724 -4.2735 -2.5983
C -2.5259 -1.0278 -0.9329
C -3.8390 -0.6360 -1.0911
C -4.1168 0.7239 -0.8664
C -2.9808 1.5722 -0.4513
C -1.6987 1.1013 -0.2670
N -1.4692 -0.2448 -0.5301
C -0.5621 1.8990 0.0841
C -0.4857 3.2942 -0.0270
N 0.5542 3.9477 0.5631
C 1.5390 3.2131 1.0702
C 1.7113 1.8224 0.8289
N 0.6119 1.1747 0.3173
C -5.4526 1.3351 -1.0851
C -6.4654 0.5084 -1.4917
C -7.7071 1.0745 -1.9614
N -7.9590 2.3518 -1.8045
C -7.0468 3.1573 -1.3063
C -5.7588 2.7655 -0.9451
H -0.3561 -5.3027 -2.9645
H 0.9092 -4.0629 -1.1007
H -3.6544 -3.0704 -2.4033
H -4.6581 -1.4139 -1.2906
H -3.1630 2.6109 -0.2330
H -1.1449 3.9346 -0.5966
H 2.2577 3.8560 1.6472
H 2.9356 0.1627 0.8410
H -6.3429 -0.5666 -1.6966
H -8.3428 0.6442 -2.7146
H -7.3403 4.2335 -1.2366
H -5.0484 3.5129 -0.6993
C 5.1068 0.3515 1.3421
C 4.1930 1.5351 1.6414
C 4.8107 2.8498 1.1310
C 3.9018 1.5873 3.1429
N 2.9085 1.1774 0.9863
H 6.0055 0.4128 1.9160
H 5.5440 0.3307 0.2999
H 4.6574 -0.6080 1.6326
H 5.8861 2.9521 1.4574
H 4.2983 3.6778 1.6583
H 4.7621 2.9011 0.0508
H 4.6530 2.2031 3.7141
H 4.0393 0.5804 3.4989
H 2.9610 2.0691 3.4022
```

ORCA calculation (ωB97M-V/def2-TZVPD) on a cluster of 8 separate species, C14H44O15 in total in a non-equilibrium geometry.

As for the gap between HOMO and LUMO: 0.3697 Ha. The HOMO energy is -9.657 eV. The calculation puts the relative energy (zero: lowest compared OMol25 entry of this formula, charge and spin) at 51.5 kcal/mol. The calculation puts the largest force on an atom at 3.3 eV/A. Its SMILES is OCCO.OCCO.OCCO.OCCO.OCCO.OCCO.OCCO.O.

XYZ file:
```
73
C14H44O15 ωB97M-V/def2-TZVPD
O -10.3296 0.7439 0.8733
C -10.3529 0.8578 -0.4892
C -9.1725 1.8215 -0.8456
O -9.5487 3.1380 -0.6160
H -10.0682 1.5347 1.3507
H -10.1281 -0.1609 -0.8054
H -11.3469 1.1622 -0.8169
H -8.7911 1.6655 -1.8547
H -8.2839 1.5177 -0.2922
H -9.2308 3.7070 -1.3208
O -8.8494 -3.4160 -0.1757
C -7.8714 -4.3918 -0.4493
C -7.8317 -5.6394 0.4772
O -8.9500 -6.4982 0.5343
H -9.4061 -3.3558 -0.9555
H -7.9583 -4.6085 -1.5140
H -6.9296 -3.8541 -0.3396
H -7.6904 -5.3273 1.5119
H -7.0054 -6.3235 0.2841
H -9.7136 -6.0953 0.9539
O -12.4247 -3.7663 -5.9047
C -13.8567 -3.4883 -5.8802
C -14.7078 -4.5037 -6.7365
O -14.7600 -4.1573 -8.0777
H -11.8844 -3.1326 -5.4271
H -14.2906 -3.5325 -4.8813
H -14.0544 -2.4371 -6.0898
H -15.7538 -4.3359 -6.4800
H -14.4703 -5.5453 -6.5204
H -14.0852 -4.7400 -8.4337
O -11.6736 -1.3233 -4.6370
C -12.8320 -0.5507 -4.4480
C -12.9518 0.4563 -5.6355
O -12.0144 1.5013 -5.7452
H -10.9832 -0.8213 -4.1978
H -13.8018 -1.0474 -4.4785
H -12.7072 0.0107 -3.5221
H -13.9282 0.9407 -5.6382
H -13.0501 -0.0834 -6.5774
H -12.0659 2.0949 -4.9925
O -14.4777 -3.6736 1.4987
C -15.0106 -3.7213 0.1548
C -13.9364 -3.2910 -0.9300
O -12.8521 -4.2205 -1.1181
H -14.7981 -2.9112 1.9862
H -15.4872 -4.6600 -0.1277
H -15.7378 -2.9275 -0.0157
H -13.5374 -2.2831 -0.8159
H -14.4637 -3.2226 -1.8815
H -12.6256 -4.6100 -0.2704
O -10.2379 -4.9414 -3.6981
C -10.7033 -6.1653 -3.2188
C -12.0742 -6.5219 -3.9531
O -11.9146 -6.6478 -5.3151
H -9.8691 -4.9604 -4.5842
H -9.9559 -6.9487 -3.3439
H -10.8825 -6.1847 -2.1438
H -12.8795 -5.8759 -3.6033
H -12.3407 -7.4973 -3.5460
H -12.1773 -5.7883 -5.6525
O -5.7969 -0.5263 -3.2456
C -6.9542 -1.1756 -2.6765
C -8.1950 -1.3099 -3.6588
O -8.8565 0.0100 -3.6747
H -4.9878 -1.0139 -3.0746
H -6.7317 -2.2176 -2.4466
H -7.2647 -0.6019 -1.8032
H -8.8047 -2.1881 -3.4462
H -7.8117 -1.5592 -4.6483
H -8.3446 0.4492 -4.3579
O -10.9518 -2.7495 -2.0632
H -11.5064 -3.4139 -1.6542
H -10.6416 -3.1597 -2.8705
```

ORCA calculation (ωB97M-V/def2-TZVPD) on a cluster of 5 separate species, C2H13NO4 in total in a non-equilibrium geometry.

As for the gap between HOMO and LUMO: 0.3252 Ha. The HOMO energy is -8.362 eV. The calculation puts the relative energy (zero: lowest compared OMol25 entry of this formula, charge and spin) at 33.0 kcal/mol. The calculation puts the largest force on an atom at 1.9 eV/A. Its SMILES is C=CN.O.O.O.O.

XYZ file:
```
20
C2H13NO4 ωB97M-V/def2-TZVPD
C -2.0531 0.7313 2.0051
C -1.7440 1.0327 0.7457
N -0.4280 1.2979 0.2753
H -1.2896 0.4053 2.7050
H -3.0246 0.9975 2.3906
H -2.5062 1.0968 -0.0264
H 0.0627 1.5505 1.1161
H -0.4523 2.0064 -0.4386
O -2.1630 -2.1057 -1.2415
H -2.6426 -1.3506 -1.5954
H -2.5573 -2.8908 -1.6319
O 2.6372 -1.1066 1.6385
H 3.5033 -1.2560 2.0327
H 2.8513 -0.6153 0.8308
O 2.8934 1.0565 -0.9814
H 3.6895 0.5482 -0.8261
H 2.1966 0.5679 -1.4432
O 0.7023 -0.5286 -1.8441
H 0.2777 -0.9820 -2.5763
H 0.0468 -0.4552 -1.1351
```